C18H46BrClN4O11P3S | the ωB97M-V functional and the def2-TZVPD basis

CARTESIAN COORDINATES (ANGSTROEM)
C (-1.1749, 5.2727, 2.3729)
C (-0.1946, 4.1372, 2.6445)
H (-1.1035, 3.7564, 6.4584)
H (-2.9562, -11.1419, -5.2881)
O (-3.1438, -1.0595, -1.5807)
H (5.1517, 3.5533, -0.6427)
H (3.8816, 2.4517, 3.0378)
C (0.6230, 4.0387, 5.1697)
C (-3.0701, -4.3591, -3.6471)
C (-2.4372, 3.1646, 0.7612)
H (-5.8863, -0.7257, -1.2738)
H (-2.1541, -9.7596, -6.0493)
H (-1.4977, 4.5202, 4.9495)
H (2.2302, -10.4293, -2.2100)
O (-1.4361, -10.3455, -4.1697)
H (2.6345, 4.5811, 1.1707)
H (-7.0385, -1.6239, -2.2809)
H (1.9586, -10.4837, -3.9574)
H (-0.4479, -0.9849, -3.5751)
Cl (0.4221, 4.3182, -1.9857)
H (-1.8005, 5.5405, 3.2230)
H (0.8052, -7.5665, -2.1799)
C (-2.5835, 2.8516, -0.7465)
H (-0.5900, 6.1460, 2.1023)
O (-2.3623, -1.6468, -3.8417)
N (-1.2547, 6.9531, 5.7651)
C (1.4704, -7.4531, -3.0302)
O (1.0283, -8.1789, -4.1796)
O (2.9493, 4.4973, -1.4284)
N (5.1847, 4.5520, 1.5879)
H (-2.7936, 3.7741, -1.2853)
H (-3.8783, -5.0868, -3.5787)
H (0.9024, 2.2755, -0.3174)
C (-1.0166, -1.9021, -3.4342)
C (3.7785, 2.4874, 1.9542)
H (1.5264, -6.4013, -3.3053)
H (-2.1164, -4.8848, -3.6312)
H (4.9468, 5.0585, 0.7453)
C (1.9046, 2.6855, -0.2349)
N (5.2869, 2.7623, -0.0336)
P (-0.3471, -9.0977, -4.0065)
O (-5.1079, -2.3063, -2.3740)
H (-3.1529, -3.8126, -4.5879)
H (2.4665, -7.8055, -2.7572)
C (0.9176, 4.3701, 3.7064)
O (2.0557, 3.7786, 3.3242)
H (-3.3766, 2.1248, -0.9106)
H (-0.6940, 3.2194, 2.9942)
Br (1.4899, 6.3670, 3.7892)
H (-0.9445, -2.2124, -2.3958)
H (3.7312, 1.4406, 1.6380)
S (-2.3085, 4.9571, 0.9712)
C (-6.0319, -1.2127, -2.2363)
O (-1.2875, -8.0246, -3.5503)
H (-5.9124, -0.4868, -3.0384)
H (0.2949, 6.0083, 6.8906)
H (-1.5830, 2.6230, 1.1573)
H (1.4529, 2.0977, 2.0035)
H (1.3877, 4.5179, 5.7752)
C (-2.5116, -10.1658, -5.1049)
H (-3.2636, -9.5039, -4.6793)
H (-1.2520, 6.7811, 4.7734)
C (-0.7463, 4.4906, 5.7358)
H (0.7378, 2.9677, 5.3476)
H (4.5039, 4.8163, 2.2898)
H (-1.6624, 2.4522, -1.1585)
H (-1.3349, 5.7168, 7.4117)
H (2.5979, 1.8855, -0.4835)
C (-0.7149, 5.8189, 6.5146)
H (-0.7407, 7.8003, 5.9460)
C (5.0632, 3.1137, 1.3580)
O (0.3190, -9.9290, -2.7672)
C (1.9854, 3.8323, -1.1708)
O (0.5067, 4.0365, 1.4400)
H (6.4516, 1.6279, 1.6175)
P (-3.5383, -1.9230, -2.7209)
H (5.9992, 2.3514, 3.0547)
P (2.1161, 3.3326, 1.6028)
H (-3.3139, 2.7412, 1.2520)
C (1.5100, -10.6898, -2.9845)
O (-3.1242, -3.4848, -2.5146)
N (6.2254, 2.4963, 2.0810)
H (-0.6026, -2.6844, -4.0732)
H (1.2757, -11.7518, -2.9127)
H (4.7149, 1.9805, -0.3027)

Cartesian forces, eV/Å:
-0.578 -0.312 0.470
0.999 1.134 -0.522
0.124 -0.295 -0.150
0.117 -0.041 0.045
-0.599 0.270 -0.810
-0.315 -0.143 -0.217
-0.044 0.148 0.072
-0.681 0.245 0.417
0.030 -0.065 0.165
-0.251 -0.661 -0.423
0.142 0.020 -0.036
-0.091 0.006 -0.030
-0.138 0.071 0.045
0.001 -0.013 0.017
1.644 0.063 -2.845
0.126 -0.065 0.242
0.069 -0.101 -0.049
0.040 0.015 0.027
-0.093 0.037 0.008
0.163 -0.149 0.191
0.078 -0.138 0.129
-0.101 -0.024 -0.082
0.134 0.186 0.302
0.004 0.008 -0.154
-2.811 0.672 -1.365
-0.403 -0.035 0.212
0.157 0.136 0.382
-0.269 -1.473 -3.151
-0.608 -0.415 0.141
-0.209 -0.177 -0.248
-0.179 -0.067 -0.181
-0.003 0.008 0.020
-0.056 -0.061 0.275
0.436 -0.075 0.111
0.012 0.741 -0.626
-0.056 -0.036 -0.089
-0.028 -0.063 0.020
-0.197 0.105 0.028
-0.865 0.494 -0.465
0.271 0.393 0.193
-1.350 2.187 7.365
0.214 1.200 -2.821
0.021 -0.022 0.000
-0.024 -0.042 -0.071
0.536 0.061 0.761
-0.467 0.010 -0.019
-0.043 -0.013 -0.088
-0.066 -0.139 -0.307
-0.209 0.724 -0.152
-0.121 0.061 0.036
-0.111 -0.001 -0.139
0.149 0.047 0.033
-0.220 0.105 0.167
0.082 -0.331 -1.278
-0.053 0.060 0.039
0.141 -0.016 -0.212
0.222 0.302 0.037
0.037 -0.029 -0.078
0.238 -0.118 -0.052
-0.303 -0.050 -0.006
0.107 0.103 0.026
0.313 0.091 -0.095
0.390 0.190 0.339
-0.008 -0.125 -0.496
-0.015 0.207 -0.029
0.087 -0.008 -0.018
-0.011 -0.139 0.022
0.371 0.282 -0.040
-0.417 0.133 0.022
0.117 0.042 -0.143
1.010 -0.890 1.149
0.156 -0.468 -0.452
1.157 0.222 -0.316
0.029 -0.564 0.314
-0.013 -0.183 0.220
3.355 -2.275 4.914
0.020 -0.223 0.042
-0.600 -1.715 -0.192
-0.062 0.340 0.308
-0.108 0.011 0.145
-0.228 0.131 -0.349
0.040 0.340 -0.410
-0.102 0.012 -0.019
-0.017 0.000 -0.015
-0.212 0.147 -0.212

Its gap between HOMO and LUMO is 4.332 eV. For the HOMO energy, the calculation gives -5.1 eV. As for the spin multiplicity: 1. The total charge is -1.

Atomic partial charges in e from the Löwdin method, atoms 1 to 4:
1 C -0.456
2 C -0.451
3 H 0.100
4 H 0.084

C6H9NO2 | the ωB97M-V functional and the def2-TZVPD basis

CARTESIAN COORDINATES (ANGSTROEM)
H (-0.2464, -1.6392, -1.4142)
O (1.9674, 0.7545, -0.6053)
N (-0.2592, 2.0957, 0.0868)
H (0.4793, -1.7272, 1.0073)
H (-3.2226, -0.3820, 0.3545)
H (0.5407, 2.5115, -0.3744)
H (2.3547, 0.7585, 0.3023)
C (0.6409, -1.0318, -1.5880)
H (-1.0185, 2.6120, 0.5035)
C (0.8313, -0.0354, -0.4657)
O (1.6012, -0.2152, 1.8221)
H (-2.5360, -1.0726, 1.9155)
C (-0.4083, 0.7676, -0.0937)
C (0.7815, -0.6659, 1.0043)
C (-1.1801, -0.0396, 0.7113)
H (0.5278, -0.5109, -2.5388)
H (1.5149, -1.6801, -1.6394)
C (-2.3687, -0.4999, 1.0119)

Cartesian forces, eV/Å:
-0.026 -0.001 0.023
0.076 -0.039 0.198
-0.314 -0.852 -0.550
-0.504 0.319 0.245
-0.049 0.050 -0.079
-0.231 0.176 0.278
-0.098 0.023 -0.184
0.164 0.241 0.135
0.359 0.184 -0.101
-0.456 -0.390 0.572
-1.104 -0.023 -0.364
0.010 -0.021 0.065
0.455 -0.010 1.125
2.557 -0.202 -1.013
-0.889 0.889 -0.284
0.019 -0.037 -0.049
0.009 -0.031 -0.036
0.024 -0.278 0.020

Its gap between HOMO and LUMO is 8.957 eV. The SMILES is C=C=C(N)[C@@](C)(O)C=O. For the HOMO energy, the calculation gives -8.3 eV. As for the spin multiplicity: 1. For the energy above the lowest of the compared OMol25 structures with the same formula, charge and spin, the calculation gives 329.6 kJ/mol.

Atomic partial charges in e from the Löwdin method, atoms 1 to 4:
1 H 0.086
2 O 0.003
3 N 0.188
4 H 0.145

C5H5N5S | the ωB97M-V functional and the def2-TZVPD basis

CARTESIAN COORDINATES (ANGSTROEM)
H (-1.1137, -2.4666, -2.8668)
N (-0.8647, -3.0647, -0.8830)
N (-0.6404, -0.8941, -1.6812)
H (-0.2910, -3.3612, 0.9939)
C (0.9539, 0.9959, 1.8115)
S (1.6973, 1.2620, 3.1747)
C (-0.4529, -2.6369, 0.2644)
C (-0.9959, -2.1402, -1.7924)
H (0.8460, 3.4964, 1.3177)
C (-0.2256, -0.4111, -0.4809)
N (0.1563, 0.9325, -0.4482)
H (-0.1452, 3.3373, -0.0036)
H (0.2152, 1.5792, -1.2353)
N (0.6994, 3.0016, 0.4389)
C (-0.2694, -1.2694, 0.6123)
N (0.4308, 1.6390, 0.7780)

Cartesian forces, eV/Å:
-0.600 0.233 1.323
-0.634 -1.398 -0.748
0.384 2.399 -0.061
0.240 -1.206 1.306
-1.158 0.085 -1.422
-0.297 -0.132 -0.233
0.256 2.611 2.180
1.119 -0.011 -2.743
-0.054 -0.082 -0.133
-1.144 -0.885 0.009
-0.112 0.599 0.588
-0.330 0.220 0.193
-0.154 -0.916 0.182
0.413 -0.457 0.421
1.517 1.343 -0.598
0.554 -2.403 -0.262

Its gap between HOMO and LUMO is 5.959 eV. For the HOMO energy, the calculation gives -7.8 eV. As for the spin multiplicity: 1. For the energy above the lowest of the compared OMol25 structures with the same formula, charge and spin, the calculation gives 593.4 kJ/mol.

Atomic partial charges in e from the Löwdin method, atoms 1 to 4:
1 H 0.125
2 N 0.065
3 N 0.101
4 H 0.075

C6H16N3O4RhS | the ωB97M-V functional and the def2-TZVPD basis

CARTESIAN COORDINATES (ANGSTROEM)
H (0.9392, -1.6267, -2.5023)
H (1.5778, 1.7409, -0.1186)
O (-0.9811, 4.1439, 1.9777)
H (0.0759, -0.1315, -2.7381)
C (0.4640, -0.8037, -1.9674)
C (1.5116, -0.0793, -1.1470)
N (0.2707, -0.4684, 2.0098)
C (0.8316, -1.4403, 0.9751)
H (1.2817, -2.2199, 1.5845)
O (-1.9315, 3.3454, -0.1415)
H (-0.2131, 0.3693, 1.6512)
O (-3.0986, 2.9214, 1.9777)
H (2.4063, -0.0332, -1.7663)
H (-1.1165, -2.3625, 0.7348)
C (-0.2518, -2.0901, 0.1196)
N (1.0684, 1.3208, -0.8933)
C (1.9361, -0.8271, 0.1194)
H (2.6044, -0.2145, 0.7346)
H (-0.4014, -0.9416, 2.6199)
H (-2.2967, -0.4958, -0.1186)
H (-2.2768, -0.1763, -1.7130)
O (-1.0340, 1.7909, 1.2733)
H (-1.1746, -2.1004, -1.7663)
H (2.5482, -1.6602, -0.2290)
H (0.1635, -3.0369, -0.2288)
S (-1.8326, 3.1738, 1.4164)
N (-1.6781, -0.2648, -0.8933)
Rh (-1.0132, 1.7551, -0.7303)
H (1.2912, 1.8835, -1.7130)
H (1.0167, -0.1229, 2.6195)
C (-0.6871, -1.3487, -1.1470)

Cartesian forces, eV/Å:
0.015 -0.025 0.030
-0.146 0.134 0.136
0.457 0.078 -0.214
0.043 -0.075 -0.141
0.092 -0.162 -0.038
0.461 -0.031 -0.048
0.200 -0.348 0.061
0.004 -0.007 -0.008
0.020 -0.035 0.084
0.177 -0.307 -1.137
-0.125 0.215 -0.093
-0.288 -0.356 -0.218
0.116 0.234 -0.008
-0.003 -0.030 -0.105
-0.136 0.216 0.121
-1.090 -0.360 -0.440
-0.119 0.226 0.121
0.028 -0.012 -0.105
0.045 -0.066 0.029
-0.042 0.194 0.134
-0.176 -0.172 -0.051
0.312 -0.544 -1.391
-0.259 0.017 -0.007
0.028 -0.049 0.072
0.029 -0.049 0.072
-0.393 0.670 1.163
0.859 0.760 -0.441
-0.175 0.304 2.490
0.236 0.066 -0.050
0.036 -0.071 0.030
-0.206 -0.415 -0.047

Its gap between HOMO and LUMO is 7.690 eV. For the HOMO energy, the calculation gives -17.4 eV. As for the spin multiplicity: 1. The total charge is +2.

Atomic partial charges in e from the Löwdin method, atoms 1 to 4:
1 H 0.152
2 H 0.134
3 O -0.184
4 H 0.132

C33H54MoN6P3S | the ωB97M-V functional and the def2-TZVPD basis

CARTESIAN COORDINATES (ANGSTROEM)
H (-3.8981, 4.6785, -2.0739)
C (-2.9599, 4.1371, -1.9623)
C (-2.2734, 0.9651, 3.5717)
H (-0.4307, -5.5712, -0.8794)
H (1.6904, -6.5558, 0.0693)
H (2.6249, -3.8518, -2.2882)
H (-2.7040, -0.2857, 1.8550)
N (-1.5825, 1.3354, 1.3152)
P (-3.2352, 2.6031, -1.0199)
C (2.5480, 0.1532, 3.3747)
H (-4.5882, -1.5705, 0.6006)
H (4.1774, -1.3905, -1.4024)
H (-5.5444, 2.4169, -1.7569)
H (3.4609, -2.5544, -0.3113)
C (0.4339, 4.7821, 2.4564)
C (-4.6536, 1.8004, -1.8587)
H (0.9531, 5.7003, 2.7205)
P (1.1136, -1.3000, -0.0566)
H (4.3738, -3.7387, -2.2489)
H (0.6086, -5.9914, 1.3328)
Mo (-1.3690, 0.8723, -0.8375)
H (0.7511, 2.6984, -2.3684)
H (-3.3185, 3.9382, 1.0150)
C (3.4372, -2.4908, -3.7810)
H (1.1191, -3.6924, 2.4832)
H (-4.3283, 2.4986, 1.1728)
C (3.3542, -2.1066, -1.3004)
C (3.0755, 0.4571, 0.6645)
H (0.6597, 0.3105, 2.3599)
C (1.7170, -3.4455, 1.5955)
C (2.8233, 1.7521, 1.4218)
H (-4.8964, 3.8859, 0.2232)
H (-5.6755, -0.1261, -1.7591)
H (-0.3154, 4.4728, 4.4066)
H (0.8371, -2.1971, -2.9640)
H (2.9063, -5.2205, 1.8294)
H (1.1023, -1.3352, 2.7778)
H (-2.5639, -2.1693, -2.9298)
C (2.5705, -1.2150, -3.7742)
H (3.5005, 2.5218, 1.0469)
H (1.8520, 5.8432, 0.3475)
C (-0.9217, 2.4389, 1.7299)
C (3.4631, -3.1559, -2.3905)
C (1.3202, 4.9260, 0.1128)
C (-0.9584, 2.8899, 3.0427)
H (-4.3988, 1.7442, -2.9136)
N (0.8424, -2.7786, 0.6173)
H (0.9938, -4.6680, -1.4001)
C (1.2450, -5.6597, 0.5021)
H (1.8081, 2.0915, 1.1963)
C (-1.6644, 2.1155, 3.9746)
H (4.4540, -2.2440, -4.0941)
H (-3.2685, -0.7389, -3.6644)
C (1.5039, -0.3929, 2.4169)
H (2.0074, 4.8122, -1.9057)
C (0.3826, -4.9315, -0.5262)
H (4.0495, 1.7101, 3.2043)
C (-4.0230, 3.2922, 0.4881)
C (-2.2164, 0.6078, 2.2183)
H (-2.8058, 0.3324, 4.2730)
C (-3.3926, -1.4628, -2.8659)
C (1.4063, 4.3636, -1.1243)
C (3.0025, 1.5609, 2.9370)
C (2.3272, -4.7291, 1.0430)
H (-0.8952, -3.9266, 0.8782)
N (-0.2129, -0.5582, -0.4096)
N (2.0566, -1.3958, -1.3923)
H (2.1371, 0.1742, 4.3869)
H (-2.2514, 4.7787, -1.4336)
S (-1.3351, 1.2522, -3.0397)
N (-0.0505, 2.5746, -0.4989)
H (3.0263, -4.4745, 0.2354)
H (-2.5492, 3.8888, -2.9350)
H (-4.3361, -1.9986, -2.9654)
H (4.0992, 0.1182, 0.8525)
P (-3.3386, -0.6094, -1.2627)
H (-5.1735, 0.5145, -0.2072)
H (2.4354, 2.3245, 3.4757)
H (-4.2370, -2.7932, -0.6218)
H (3.1826, -0.3400, -3.5324)
C (1.4525, -1.3079, -2.7498)
C (0.7113, 3.1770, -1.4006)
H (3.3970, -0.5356, 3.3937)
H (-1.7112, 2.4308, 5.0139)
C (-4.8744, 0.4131, -1.2540)
H (2.4928, -2.7516, 1.9076)
H (2.1402, -1.0313, -4.7583)
C (-0.2015, -3.6567, 0.0662)
N (2.1054, -0.5993, 1.0770)
H (3.0507, -3.2008, -4.5166)
H (0.7983, -0.4505, -2.8023)
H (2.9872, 0.6214, -0.4025)
H (-0.7660, -3.1092, -0.6730)
C (0.5401, 4.2950, 1.0981)
C (-3.8266, -1.9371, -0.0874)
C (-0.1246, 3.1339, 0.7417)
C (-0.2652, 4.1103, 3.3846)
H (-2.9735, -2.2695, 0.4924)

Cartesian forces, eV/Å:
-0.053 0.050 -0.028
0.017 -0.049 0.120
-0.233 -0.472 -0.199
0.038 0.011 0.022
0.005 -0.007 -0.016
0.085 0.054 -0.031
-0.022 -0.055 -0.011
-0.030 0.013 0.538
-0.312 0.382 0.085
0.050 0.103 -0.024
-0.006 0.019 0.023
0.001 0.050 0.000
-0.109 0.089 -0.004
-0.095 0.074 -0.030
0.260 0.211 -0.385
0.114 -0.072 0.128
-0.060 -0.136 -0.089
-0.056 0.422 0.018
0.034 -0.012 -0.044
0.033 0.005 -0.050
-0.281 -0.474 -1.349
-0.028 0.003 -0.089
0.036 -0.014 -0.005
-0.066 -0.020 0.054
-0.047 -0.017 0.001
0.000 0.010 -0.024
-0.218 0.250 -0.110
-0.274 -0.227 0.372
0.019 -0.046 -0.007
-0.178 -0.074 -0.194
-0.039 -0.057 0.055
-0.066 0.040 0.011
-0.076 -0.024 -0.057
-0.025 -0.071 -0.092
0.049 0.075 0.049
-0.033 0.021 -0.027
-0.031 -0.086 0.007
0.012 0.015 0.035
0.105 -0.045 0.068
0.010 0.029 0.015
-0.054 -0.093 0.004
0.283 0.155 -0.576
-0.064 0.024 -0.167
0.036 0.279 0.378
0.166 0.386 0.343
0.045 -0.080 -0.163
-0.090 -0.624 0.365
-0.130 -0.065 0.125
-0.068 0.023 0.061
0.326 -0.196 0.098
0.141 0.376 0.413
-0.026 0.006 0.013
-0.006 0.090 -0.066
0.137 0.184 -0.315
-0.048 -0.041 0.049
0.117 0.008 -0.107
0.013 -0.014 0.021
0.011 -0.100 0.037
-0.087 0.096 0.048
0.050 0.060 -0.106
0.051 -0.096 0.106
0.070 -0.220 -0.452
-0.016 -0.079 -0.053
0.056 0.013 -0.132
0.038 0.033 -0.046
0.047 -0.456 0.064
0.360 -0.167 -0.640
0.033 0.007 -0.043
0.007 -0.053 0.018
-0.082 0.023 0.193
0.323 0.507 0.331
-0.086 -0.110 0.115
0.037 -0.032 -0.116
-0.035 -0.035 -0.046
-0.006 -0.100 0.049
-0.147 -0.021 0.191
0.009 -0.006 0.032
-0.021 0.002 -0.029
-0.032 -0.009 0.004
-0.009 -0.036 -0.009
0.356 -0.432 0.270
0.075 0.005 0.148
-0.012 0.020 -0.013
0.026 -0.010 -0.138
0.092 0.077 -0.114
0.030 -0.023 -0.044
0.006 -0.015 -0.034
0.228 -0.032 0.497
0.251 0.525 0.373
0.015 0.030 0.044
-0.140 0.222 0.090
-0.063 -0.009 -0.205
-0.175 0.256 -0.235
0.113 0.513 0.348
-0.024 0.026 -0.077
-0.654 -0.368 0.098
-0.225 -0.298 0.220
0.225 -0.095 0.046

Its gap between HOMO and LUMO (spin up / spin down) is 5.534 / 6.551 eV. Its expectation value of S² is 2.018. For the HOMO energy (spin up / spin down), the calculation gives -8.7 / -9.8 eV. As for the spin multiplicity: 3. The total charge is +1.

Atomic partial charges in e from the Löwdin method, atoms 1 to 4:
1 H 0.052
2 C -0.261
3 C -0.021
4 H 0.116

Q: What is the formula in the fourth record?
A: C6H16N3O4RhS

Q: Which of these has the highest spin multiplicity?
A: C33H54MoN6P3S